No. 1
DFT (ωB97M-V/def2-TZVPD) results for C10H23N2 as an isolated structure in a non-equilibrium geometry.

```
! wB97M-V def2-TZVPD RIJCOSX def2/J DEFGRID3
* xyz 1 1
C 0.441 -2.184 0.405
C -3.023 -0.317 -0.951
C -2.593 1.323 0.875
C 0.344 0.133 1.903
C 1.622 -0.331 -1.935
C 1.644 1.779 -0.495
C 2.820 -0.277 0.238
C -2.105 0.002 0.234
C 0.471 -0.155 0.408
C 1.664 0.273 -0.466
N -0.188 -2.981 -0.377
N -0.725 0.083 -0.249
H 0.126 -2.319 1.463
H -2.923 0.410 -1.704
H -2.947 -1.312 -1.351
H -4.088 -0.386 -0.544
H -2.357 1.282 1.909
H -3.765 1.274 0.784
H -2.033 2.197 0.462
H -0.737 -0.164 2.198
H 1.021 -0.499 2.460
H 0.585 1.252 2.079
H 1.294 0.411 -2.627
H 0.987 -1.172 -2.045
H 2.617 -0.496 -2.266
H 2.106 2.125 0.403
H 2.213 2.220 -1.295
H 0.535 2.047 -0.559
H 3.788 0.058 -0.309
H 2.670 -1.426 0.290
H 2.970 0.155 1.209
H -2.060 -0.772 0.924
H -0.783 -3.776 -0.151
H -0.122 -2.859 -1.336
H -0.619 0.478 -1.152
*
```

The orbital gap comes out at 0.3168 Ha. The energy above the lowest of the compared OMol25 structures with the same formula, charge and spin comes out at 49.14 kcal/mol. The calculated total energy is -503.97399 Eh.

No. 2
DFT (ωB97M-V/def2-TZVPD) results for a 2-piece molecular cluster, C41H45BN2O6 overall in a non-equilibrium geometry.

```
! wB97M-V def2-TZVPD RIJCOSX def2/J DEFGRID3
* xyz 0 1
C -4.135 -4.638 3.968
C -3.171 -3.556 3.985
C -2.552 -2.887 4.998
C -1.707 -1.911 4.393
C -1.817 -2.053 3.034
B 0.306 -1.113 1.984
C 0.923 -0.342 3.157
C 0.808 0.921 3.729
C 1.834 1.051 4.709
C 2.533 -0.138 4.693
C 3.631 -0.654 5.483
O 2.005 -0.978 3.763
C 1.138 -2.375 1.694
C 0.878 -3.727 1.744
C 2.096 -4.401 1.423
C 3.027 -3.418 1.173
C 4.416 -3.482 0.758
O 2.463 -2.181 1.318
C -1.309 -1.160 1.926
C -2.067 -1.486 0.690
C -3.113 -0.596 0.559
C -2.996 0.334 1.595
C -3.947 1.292 2.106
O -1.846 0.173 2.276
O -2.737 -3.041 2.786
H -4.448 -4.837 4.998
H -5.026 -4.411 3.369
H -3.692 -5.554 3.561
H -2.686 -3.064 6.062
H -1.087 -1.172 4.893
H 0.098 1.685 3.444
H 2.028 1.890 5.369
H 4.251 0.173 5.844
H 3.215 -1.171 6.358
H 4.258 -1.359 4.925
H -0.076 -4.184 1.986
H 2.267 -5.470 1.392
H 4.731 -4.530 0.827
H 4.553 -3.145 -0.280
H 5.061 -2.876 1.405
H -1.822 -2.332 0.054
H -3.927 -0.634 -0.161
H -4.527 1.724 1.288
H -4.664 0.806 2.780
H -3.444 2.089 2.659
C -2.076 7.484 -1.302
C -1.873 5.971 -1.204
N -0.751 5.545 -0.386
C -0.620 4.205 -0.125
C 0.412 3.740 0.724
C 0.697 2.389 0.794
C -0.040 1.451 0.024
C 0.341 0.076 -0.062
C 0.578 -0.512 -1.356
C 0.954 0.286 -2.486
C 1.229 -0.264 -3.723
C 1.061 -1.656 -3.939
N 1.211 -2.200 -5.202
C 0.485 -3.434 -5.482
C 0.705 -3.970 -6.892
O 0.776 -2.936 -7.874
C 1.830 -2.013 -7.596
C 1.603 -1.293 -6.275
C 0.709 -2.467 -2.831
C 0.509 -1.915 -1.579
C -1.103 1.933 -0.782
C -1.448 3.268 -0.791
C 0.305 6.445 0.064
C 0.127 7.842 -0.507
O -1.245 8.245 -0.428
H -1.878 7.789 -2.348
H -3.108 7.741 -1.026
H -2.802 5.541 -0.792
H -1.766 5.603 -2.240
H 1.012 4.447 1.299
H 1.548 2.045 1.380
H 0.965 -0.307 0.796
H 1.057 1.367 -2.369
H 1.540 0.384 -4.546
H 0.823 -4.214 -4.792
H -0.606 -3.304 -5.338
H 1.625 -4.585 -6.904
H -0.160 -4.576 -7.196
H 2.815 -2.517 -7.571
H 1.787 -1.298 -8.430
H 0.845 -0.506 -6.446
H 2.545 -0.804 -5.999
H 0.595 -3.547 -2.959
H 0.270 -2.568 -0.740
H -1.652 1.228 -1.400
H -2.315 3.593 -1.364
H 0.306 6.511 1.167
H 1.292 6.072 -0.254
H 0.659 8.577 0.118
H 0.505 7.844 -1.550
*
```

The orbital gap comes out at 0.1633 Ha. The energy above the lowest of the compared OMol25 structures with the same formula, charge and spin comes out at 0.00 kcal/mol. The calculated total energy is -2174.91486 Eh.

No. 3
DFT (ωB97M-V/def2-TZVPD) results for a 2-piece molecular cluster, C2H2NO3P overall in a non-equilibrium geometry.

```
! wB97M-V def2-TZVPD RIJCOSX def2/J DEFGRID3
* xyz -2 1
C 3.057 -0.609 0.778
C 0.004 0.071 -0.284
N 3.746 0.118 0.061
O -2.461 -1.307 0.281
O -2.447 1.182 0.905
O -1.143 0.442 -1.315
P -1.744 0.016 0.243
H 0.364 -0.779 -0.632
H 0.624 0.866 -0.038
*
```

The orbital gap comes out at 0.3207 Ha. The energy above the lowest of the compared OMol25 structures with the same formula, charge and spin comes out at 8.07 kcal/mol. The calculated total energy is -699.25285 Eh.

No. 4
DFT (ωB97M-V/def2-TZVPD) results for the molecule C2H12Si4 in a non-equilibrium geometry.

```
! wB97M-V def2-TZVPD RIJCOSX def2/J DEFGRID3
* xyz 0 1
C 1.968 -0.896 -1.383
C 1.390 1.198 0.644
Si -2.305 0.104 1.063
Si -1.436 0.730 -1.362
Si -0.610 -1.368 1.221
Si 0.535 -0.094 -0.433
H 1.739 -0.808 -2.429
H 2.969 -0.430 -1.144
H 2.064 -1.980 -1.029
H 2.251 1.597 0.107
H 0.710 2.011 0.870
H 1.721 0.640 1.526
H -2.245 1.433 1.930
H -3.788 -0.284 1.218
H -2.224 0.195 -2.560
H -1.671 2.260 -1.609
H 0.062 -1.714 2.685
H -1.131 -2.595 0.685
*
```

The orbital gap comes out at 0.3284 Ha. The energy above the lowest of the compared OMol25 structures with the same formula, charge and spin comes out at 0.00 kcal/mol. The SMILES is C[Si]1(C)[SiH2][SiH2][SiH2]1. The calculated total energy is -1241.27831 Eh.

No. 5
DFT (ωB97M-V/def2-TZVPD) results for C16H31FeNP2Se as an isolated structure in a non-equilibrium geometry.

```
! wB97M-V def2-TZVPD RIJCOSX def2/J DEFGRID3
* xyz 0 5
P 0.211 2.942 -0.166
P 0.802 1.057 -1.252
C 1.858 3.457 -0.648
C 2.165 2.318 -1.643
H 2.569 3.540 0.193
H 1.695 4.447 -1.088
H 2.108 2.648 -2.684
H 3.145 1.869 -1.439
C 1.941 -0.075 -0.378
H 1.513 -1.081 -0.374
H 2.140 0.226 0.656
H 2.886 -0.119 -0.946
C 0.597 0.087 -2.807
H 1.611 -0.119 -3.193
H 0.003 0.614 -3.569
H 0.101 -0.866 -2.558
C -0.613 3.133 1.417
H -1.723 3.278 1.277
H -0.167 4.080 1.793
H -0.400 2.295 2.119
C -0.599 3.180 -2.180
H -0.776 2.390 -2.920
H 0.300 3.730 -2.465
H -1.461 3.872 -2.113
Fe -1.666 2.603 -0.679
C -0.391 -4.927 1.807
C 0.405 -4.381 2.725
C 1.468 -3.320 2.542
C 0.902 -1.878 2.533
C -0.209 -1.641 1.545
C -0.494 -2.254 0.372
C 0.222 -3.433 -0.250
C -0.478 -4.682 0.324
C -3.045 4.123 -0.604
H -1.056 -5.757 2.068
H 0.297 -4.684 3.786
H 2.134 -3.500 1.696
H 2.065 -3.400 3.468
H 0.387 -1.688 3.484
H 1.703 -1.100 2.482
H -0.795 -0.734 1.783
H -1.369 -1.890 -0.217
H 1.323 -3.424 -0.177
H -0.012 -3.371 -1.328
H -1.564 -4.615 0.125
H -0.128 -5.583 -0.197
H -3.777 3.750 -1.356
H -2.561 5.058 -0.952
H -3.512 4.249 0.386
Se -4.303 -1.305 0.064
C -3.092 -0.026 -0.156
N -2.362 0.906 -0.308
*
```

The orbital gap (spin up / spin down) comes out at 0.2317 / 0.2574 Ha. The energy above the lowest of the compared OMol25 structures with the same formula, charge and spin comes out at 87.11 kcal/mol. Its expectation value of S² is 6.09. The calculated total energy is -5030.51929 Eh.

No. 6
DFT (ωB97M-V/def2-TZVPD) results for C16H23F13N5O10S4 as an isolated structure in a non-equilibrium geometry.

```
! wB97M-V def2-TZVPD RIJCOSX def2/J DEFGRID3
* xyz -1 1
N 0.145 0.771 1.150
H 0.793 0.173 0.659
H -0.840 0.733 0.930
H 0.484 1.719 1.077
H 0.242 0.384 2.078
C -0.791 4.813 -1.911
F -0.541 5.151 -3.211
F -2.092 4.825 -1.606
F -0.273 3.649 -1.686
S 0.139 6.023 -0.689
O 1.023 6.723 -1.646
O -0.824 6.888 -0.075
N 0.941 5.010 0.514
S 1.342 6.099 1.647
O 1.935 7.309 1.072
O 0.310 6.232 2.635
C 2.592 5.126 2.710
F 2.889 5.921 3.727
F 2.233 3.938 3.138
F 3.699 5.033 1.918
C 3.020 -2.690 3.820
F 3.059 -1.411 3.963
F 3.393 -3.128 2.535
F 3.877 -3.228 4.694
S 1.214 -3.430 4.213
O 0.752 -4.063 2.998
O 1.416 -4.321 5.376
N 0.336 -1.940 4.514
S 0.108 -1.913 6.069
O -0.906 -2.832 6.437
O 1.296 -1.956 6.881
C -0.619 -0.062 6.305
F -1.131 0.479 5.160
F -1.611 -0.208 7.168
F 0.349 0.723 6.733
C -5.224 -2.291 1.240
C -5.515 -1.407 0.019
O -4.697 -0.464 -0.161
N -6.605 -1.635 -0.655
C -6.876 -0.712 -1.725
H -6.103 -2.845 1.570
H -5.011 -1.684 2.121
H -4.440 -2.988 0.945
H -7.158 -2.478 -0.583
H -7.911 -0.862 -2.030
H -6.247 -0.848 -2.606
H -6.705 0.306 -1.376
C 6.241 0.540 -2.566
C 4.843 1.138 -2.143
O 3.871 0.433 -1.842
N 4.719 2.483 -2.015
C 5.744 3.530 -2.328
H 6.658 1.001 -3.462
H 6.224 -0.547 -2.635
H 6.976 0.829 -1.816
H 3.859 2.859 -1.642
H 5.667 3.446 -3.412
H 6.796 3.370 -2.094
H 5.414 4.540 -2.084
F -0.223 -6.958 -3.705
C -1.112 -6.097 -4.207
C -2.029 -6.543 -5.183
C -2.842 -5.605 -5.733
C -2.711 -4.268 -5.446
C -1.824 -3.877 -4.430
C -1.037 -4.784 -3.754
H -2.099 -7.560 -5.540
H -3.508 -5.786 -6.565
H -3.196 -3.524 -6.062
H -1.709 -2.827 -4.201
H -0.188 -4.427 -3.189
*
```

The orbital gap comes out at 0.2855 Ha. The energy above the lowest of the compared OMol25 structures with the same formula, charge and spin comes out at 139.48 kcal/mol. The calculated total energy is -4540.58346 Eh.

No. 7
DFT (ωB97M-V/def2-TZVPD) results for the molecule C18H23NO7.

```
! wB97M-V def2-TZVPD RIJCOSX def2/J DEFGRID3
* xyz 0 1
C 1.056 -3.630 0.712
H 0.101 -3.985 0.319
H 1.873 -4.206 0.273
H 1.071 -3.722 1.798
O 1.203 -2.257 0.384
C 2.159 -1.933 -0.514
O 2.910 -2.754 -0.996
C 2.162 -0.503 -0.808
C 3.009 0.023 -1.725
N 2.998 1.371 -1.964
C 2.271 2.277 -1.234
C 1.393 1.842 -0.300
C 0.579 2.746 0.509
O 0.670 3.953 0.577
O -0.351 2.070 1.223
C -1.198 2.873 2.027
H -1.840 2.189 2.576
H -0.606 3.481 2.714
H -1.796 3.541 1.402
C 1.116 0.362 -0.134
C -0.228 0.048 -0.797
O -0.506 0.344 -1.930
O -1.021 -0.611 0.036
C -2.296 -1.053 -0.448
C -2.564 -2.379 0.256
O -2.764 -3.403 -0.342
C -2.553 -2.264 1.756
H -1.547 -2.532 2.090
H -3.243 -3.008 2.160
C -2.909 -0.851 2.220
C -3.976 -0.274 1.294
C -3.389 -0.029 -0.099
H -4.174 -0.071 -0.854
H -2.927 0.959 -0.147
H -4.369 0.661 1.695
H -4.806 -0.982 1.227
H -3.270 -0.884 3.250
H -2.023 -0.217 2.186
H -2.228 -1.194 -1.533
H 1.030 0.098 0.923
C 2.576 3.698 -1.570
H 1.945 4.369 -0.998
H 3.619 3.918 -1.344
H 2.412 3.866 -2.634
H 3.624 1.735 -2.668
C 4.012 -0.760 -2.500
H 4.722 -1.235 -1.826
H 3.520 -1.565 -3.041
H 4.548 -0.124 -3.202
*
```

The orbital gap comes out at 0.3165 Ha. The energy above the lowest of the compared OMol25 structures with the same formula, charge and spin comes out at 0.00 kcal/mol. The SMILES is COC(=O)C1=C(C)NC(C)=C(C(=O)OC)C1C(=O)O[C@@H]1CCCCC1=O. The calculated total energy is -1281.17871 Eh.

No. 8
DFT (ωB97M-V/def2-TZVPD) results for the molecule C25H24BrN3O4S in a non-equilibrium geometry.

```
! wB97M-V def2-TZVPD RIJCOSX def2/J DEFGRID3
* xyz 0 1
C -2.774 -0.513 -2.754
C -2.090 -1.585 -2.403
C -0.625 -1.665 -2.106
C 0.127 -0.338 -2.215
C 1.549 -0.478 -1.778
N 1.768 -1.135 -0.645
C 2.995 -1.277 -0.197
C 4.120 -0.782 -0.868
C 3.899 -0.102 -2.069
C 2.605 0.050 -2.523
H 2.407 0.573 -3.446
H 4.739 0.298 -2.618
C 5.417 -0.920 -0.332
N 6.472 -0.996 0.110
S 3.191 -2.199 1.308
C 2.201 -1.147 2.471
C 0.862 -0.812 1.958
C 0.422 0.377 1.394
C -0.951 0.176 1.053
C -1.922 1.004 0.494
C -3.178 0.483 0.278
C -3.471 -0.844 0.627
C -2.539 -1.675 1.207
C -1.270 -1.152 1.421
N -0.149 -1.725 1.957
C -0.029 -3.083 2.411
H -0.876 -3.661 2.049
H 0.889 -3.527 2.023
H -0.014 -3.131 3.503
H -2.805 -2.686 1.473
Br -5.200 -1.513 0.244
O -4.164 1.261 -0.311
C -5.117 1.769 0.505
O -5.088 1.660 1.698
C -6.181 2.454 -0.300
H -6.888 1.699 -0.641
H -5.743 2.937 -1.169
H -6.705 3.173 0.322
H -1.695 2.023 0.227
C 1.164 1.588 1.066
O 0.769 2.427 0.289
O 2.345 1.682 1.710
C 3.132 2.846 1.454
C 4.077 2.637 0.281
H 4.675 3.531 0.134
H 4.742 1.797 0.471
H 3.506 2.442 -0.625
H 3.688 3.024 2.378
H 2.460 3.686 1.254
H 2.783 -0.246 2.647
H 2.155 -1.748 3.378
H 0.091 0.038 -3.238
H -0.350 0.396 -1.559
H -0.173 -2.391 -2.789
H -0.492 -2.057 -1.094
H -2.602 -2.536 -2.313
H -2.325 0.459 -2.859
H -3.833 -0.564 -2.944
*
```

The orbital gap comes out at 0.3021 Ha. The energy above the lowest of the compared OMol25 structures with the same formula, charge and spin comes out at 0.00 kcal/mol. The SMILES is C=CCCc1ccc(C#N)c(SCc2c(C(=O)OCC)c3cc(OC(C)=O)c(Br)cc3n2C)n1. The calculated total energy is -4404.52709 Eh.

No. 9
DFT (ωB97M-V/def2-TZVPD) results for C33H48CoN9OS2 as an isolated structure.

```
! wB97M-V def2-TZVPD RIJCOSX def2/J DEFGRID3
* xyz 1 2
Co -0.742 -0.201 -0.118
S 3.488 1.011 0.842
C 2.921 1.580 2.280
N 3.697 1.858 3.339
C 3.168 2.574 4.492
C 1.847 1.976 4.863
N 0.967 1.992 3.701
C -0.460 2.149 4.025
C -0.793 3.580 4.366
C -0.714 4.569 3.386
C -0.999 5.887 3.706
C -1.366 6.230 5.001
C -1.447 5.251 5.978
C -1.158 3.930 5.660
C 1.408 1.812 2.462
S 0.392 1.864 1.131
C 5.165 1.802 3.274
C 5.764 3.184 3.183
C 5.649 3.917 2.003
C 6.164 5.201 1.927
C 6.802 5.764 3.026
C 6.924 5.038 4.200
C 6.404 3.753 4.276
H 3.070 3.642 4.275
H 3.878 2.464 5.310
H 1.370 2.568 5.644
H 1.964 0.949 5.223
H -0.666 1.502 4.881
H -1.028 1.790 3.171
H -0.430 4.298 2.376
H -0.936 6.652 2.942
H -1.590 7.260 5.246
H -1.735 5.512 6.988
H -1.229 3.163 6.424
H 5.431 1.192 2.417
H 5.509 1.304 4.183
H 5.157 3.473 1.145
H 6.077 5.763 1.006
H 7.208 6.765 2.963
H 7.426 5.469 5.056
H 6.510 3.183 5.194
N -2.557 -3.217 1.900
C -1.951 -2.376 1.057
O -1.433 -1.322 1.471
C -1.869 -2.690 -0.405
C -1.907 -1.349 -1.136
H -2.588 -2.997 2.882
H -2.987 -4.061 1.569
H -2.616 -3.431 -0.705
H -0.882 -3.150 -0.541
H -2.926 -0.941 -1.138
H -1.587 -1.455 -2.174
C 3.233 -1.935 -2.828
N 3.097 -1.964 -1.380
C 3.740 -3.107 -0.739
C 3.193 -3.066 0.674
N 1.992 -2.258 0.541
C 1.506 -1.701 1.786
C 1.998 -1.557 -0.653
N 1.078 -0.705 -0.977
C 1.372 0.234 -2.056
C 0.267 1.273 -2.361
N -0.896 1.221 -1.483
C -1.818 2.124 -1.583
N -2.902 2.221 -0.740
C -3.088 1.616 0.558
C -3.624 3.461 -0.958
C -3.171 3.867 -2.346
N -1.915 3.142 -2.514
C -1.425 3.105 -3.886
H 4.113 -2.522 -3.082
H 3.394 -0.931 -3.207
H 2.373 -2.384 -3.333
H 4.824 -3.002 -0.773
H 3.469 -4.035 -1.254
H 3.897 -2.578 1.358
H 2.962 -4.055 1.070
H 2.357 -1.397 2.407
H 0.918 -2.438 2.335
H 0.891 -0.830 1.603
H 1.555 -0.278 -2.998
H 2.285 0.777 -1.798
H -0.037 1.116 -3.395
H 0.725 2.265 -2.303
H -2.310 0.905 0.810
H -4.045 1.091 0.593
H -3.081 2.388 1.335
H -3.353 4.203 -0.197
H -4.700 3.296 -0.903
H -3.009 4.940 -2.444
H -3.896 3.557 -3.106
H -1.870 3.950 -4.407
H -1.733 2.196 -4.410
H -0.348 3.214 -3.949
*
```

The orbital gap (spin up / spin down) comes out at 0.2583 / 0.2554 Ha. The energy above the lowest of the compared OMol25 structures with the same formula, charge and spin comes out at 17.92 kcal/mol. Its expectation value of S² is 0.78. The calculated total energy is -4033.29787 Eh.